43
Properties=species:S:1:pos:R:3:forces:R:3 method="wB97M-V/def2-TZVPD" spin_multiplicity=1 relative_energy_kcal_mol=5.1 total_charge=+4 lumo_energy_ev=-15.5936 homo_energy_ha=-0.8323 energy_ev=-95641.2214 fmax_ev_per_a=0.88
Os -0.54738 -0.13286 0.57919 0.8 0.0 -0.4
C 0.16940 0.22115 3.88162 -0.1 0.0 0.2
C -0.85434 0.05483 2.81535 0.0 0.0 0.2
C -1.21612 -1.25859 2.35455 -0.2 -0.3 0.4
C -2.26854 -1.46137 1.44630 -0.2 0.1 0.0
C -2.82686 -0.33437 0.80266 0.0 -0.1 -0.2
C -2.49148 0.97784 1.23886 0.1 0.1 -0.2
C -1.56098 1.16391 2.27407 -0.1 -0.1 0.1
H -0.31615 -0.03214 4.83333 0.0 0.0 0.0
H 0.51939 1.24852 3.96548 0.0 0.0 0.0
H 1.00723 -0.46680 3.77433 0.0 0.0 0.0
H -0.68400 -2.11586 2.75163 0.0 0.0 0.1
H -2.53120 -2.46496 1.12591 0.0 0.0 0.0
H -3.54339 -0.46304 0.00006 -0.1 0.0 0.0
H -2.96311 1.82854 0.76037 0.0 0.1 0.1
H -1.30866 2.16759 2.60110 0.0 0.0 0.0
C -1.01046 0.29706 -5.18732 0.0 0.0 -0.1
N -0.84568 -0.00057 -3.75187 0.0 -0.1 0.1
C -0.63605 -1.36183 -3.24072 0.0 0.2 0.1
C -0.54998 -1.03897 -1.79386 -0.3 0.2 0.3
O -0.41597 -1.72932 -0.72112 0.2 0.3 0.0
N -0.68660 0.25380 -1.54592 0.1 -0.3 0.2
C -0.91973 0.88502 -2.77600 0.1 0.0 -0.2
N -1.16316 2.16818 -2.91680 0.0 -0.1 0.0
H -0.64579 -0.55695 -5.75304 0.0 0.0 0.0
H -0.40188 1.16048 -5.45622 0.0 0.0 0.0
H -2.06314 0.46414 -5.41840 0.0 0.0 0.0
H 0.28919 -1.81875 -3.61020 0.0 0.0 -0.1
H -1.47464 -2.02475 -3.48226 0.0 0.0 0.0
H -1.19993 2.79829 -2.13299 0.0 0.0 0.0
H -1.35104 2.56701 -3.82989 0.0 0.0 0.0
Se 1.91365 2.96468 0.67097 -0.1 0.2 -0.1
N 3.38376 2.19854 1.15918 0.1 0.2 0.1
C 3.22416 0.90217 1.36628 -0.1 -0.3 0.0
C 4.15757 -0.12591 1.70313 0.0 0.0 0.0
C 3.66975 -1.41081 1.72987 0.0 0.0 0.0
C 2.31395 -1.71847 1.44769 -0.1 -0.2 0.1
N 1.43040 -0.75902 1.17256 -0.4 -0.4 -0.5
C 1.89877 0.48543 1.12557 0.5 0.4 -0.2
N 1.00149 1.35866 0.71354 -0.2 0.2 0.0
H 5.19871 0.09978 1.90847 0.0 0.0 0.0
H 4.32500 -2.24186 1.96033 0.0 0.0 0.0
H 1.97381 -2.74844 1.45417 0.0 0.0 0.0